Molecular formula: C29H64B3BrFN7O11
Method: DFT, the ωB97M-V functional and the def2-TZVPD basis

Output
**LUMO level**: 0.19 eV
**Max |F|**: 2.32 eV Å⁻¹
**Highest occupied orbital energy**: -8.54 eV
**Molecular weight**: 818.21 g mol⁻¹
**Gap between HOMO and LUMO**: 8.7285 eV

ORCA input file:
```
! RIJCOSX wB97M-V def2-TZVPD def2/J DEFGRID3
* xyz 0 1
C 6.299 -2.340 -0.744
C 7.125 -1.040 -1.144
C 6.176 0.230 -1.030
C 4.891 0.067 -1.931
C 3.584 -0.022 -1.040
C 2.717 -1.271 -1.424
B 1.164 -1.036 -1.283
O 0.280 -1.693 -2.207
B -0.424 -0.686 -2.851
F -0.709 -0.781 -4.149
O -0.868 0.416 -2.100
B -0.767 -0.037 -0.767
C -2.006 -0.333 0.182
C -3.391 -0.228 -0.480
O -4.243 0.375 0.031
Br -3.842 -1.119 -2.170
O 0.543 -0.254 -0.303
H 6.123 -2.950 -1.648
H 6.911 -2.926 -0.036
H 5.361 -1.997 -0.272
H 8.039 -0.954 -0.535
H 7.371 -1.161 -2.218
H 5.874 0.386 0.043
H 6.751 1.128 -1.348
H 4.872 0.955 -2.596
H 4.997 -0.835 -2.564
H 3.010 0.910 -1.197
H 3.931 -0.148 0.003
H 2.912 -1.497 -2.496
H 2.987 -2.158 -0.811
H -1.948 -1.323 0.686
H -1.994 0.410 1.011
C -1.355 2.616 3.192
O -1.259 2.209 4.337
N -2.438 2.451 2.396
C -2.488 2.961 1.038
C -3.590 1.738 2.922
H -0.535 3.168 2.703
H -3.319 3.664 0.949
H -2.643 2.127 0.349
H -1.560 3.470 0.780
H -3.963 2.254 3.808
H -3.291 0.728 3.211
H -4.376 1.686 2.171
C 7.108 0.657 2.519
O 6.722 -0.315 1.897
N 6.416 1.224 3.527
C 6.895 2.383 4.249
C 5.135 0.634 3.888
H 8.067 1.159 2.299
H 6.999 2.133 5.307
H 6.177 3.199 4.141
H 7.862 2.706 3.863
H 5.293 -0.408 4.179
H 4.476 0.655 3.018
H 4.659 1.181 4.712
C -6.564 -5.508 -4.799
O -6.593 -6.630 -5.265
N -5.662 -4.554 -5.120
C -5.693 -3.235 -4.521
C -4.629 -4.860 -6.097
H -7.302 -5.171 -4.049
H -5.819 -2.487 -5.308
H -4.750 -3.057 -3.999
H -6.515 -3.149 -3.812
H -5.094 -5.140 -7.044
H -4.034 -5.703 -5.742
H -3.984 -3.996 -6.247
C 0.483 6.304 1.719
O 1.300 5.414 1.587
N -0.013 7.064 0.717
C -0.988 8.110 0.953
C 0.447 6.820 -0.639
H 0.071 6.569 2.708
H -1.897 7.894 0.387
H -0.579 9.068 0.624
H -1.235 8.175 2.012
H 0.218 5.791 -0.921
H 1.528 6.958 -0.685
H -0.039 7.505 -1.331
C 1.752 -1.877 2.330
O 2.813 -2.367 1.993
N 1.156 -2.061 3.531
C -0.112 -1.442 3.863
C 1.810 -2.904 4.516
H 1.176 -1.223 1.657
H 0.015 -0.797 4.736
H -0.846 -2.219 4.092
H -0.477 -0.842 3.030
H 2.795 -2.495 4.746
H 1.939 -3.907 4.106
H 1.213 -2.954 5.425
C -6.558 -4.554 -9.797
O -5.976 -5.598 -9.577
N -7.779 -4.234 -9.313
C -8.420 -2.970 -9.612
C -8.467 -5.194 -8.465
H -6.119 -3.762 -10.428
H -8.610 -2.430 -8.681
H -9.369 -3.156 -10.120
H -7.788 -2.359 -10.255
H -7.858 -5.406 -7.585
H -8.612 -6.125 -9.015
H -9.433 -4.798 -8.155
C 3.168 2.179 6.709
O 3.422 2.092 5.518
N 2.003 1.809 7.270
C 1.757 1.937 8.692
C 0.958 1.262 6.414
H 3.897 2.577 7.434
H 1.544 0.951 9.113
H 0.898 2.591 8.853
H 2.624 2.358 9.199
H 1.338 0.367 5.916
H 0.689 1.994 5.655
H 0.080 1.008 7.004
*
```